1.
2 unconnected molecules or ions with the total composition C6H15NSi in a non-equilibrium geometry, computed with ωB97M-V with the def2-TZVPD basis set.

```
23
Properties=species:S:1:pos:R:3:lowdin_charge:R:1
C 0.9130 0.5766 -0.1392 -0.301
C -0.0812 0.6098 0.6850 -0.092
C 2.7516 -0.9859 0.1752 -0.087
C 3.1882 1.3013 -0.8563 -0.042
C -4.4010 -0.9024 0.8486 -0.141
C 2.3668 0.4446 0.2344 -0.419
N -3.5707 -0.2721 -0.2488 -0.298
Si -2.6194 1.1280 -0.0668 0.699
H 0.8391 0.6566 -1.1988 0.080
H 0.0934 0.4761 1.7651 0.017
H 3.0846 -1.3712 -0.7463 0.076
H 3.3657 -1.1794 0.9552 0.043
H 1.8837 -1.5263 0.4194 0.064
H 4.2054 1.1516 -0.4613 0.093
H 2.9090 0.8567 -1.7220 0.027
H 2.6947 2.1912 -0.8311 0.037
H -3.8265 -1.2300 1.5892 0.021
H -5.0929 -0.1622 1.3001 0.085
H -5.0192 -1.5422 0.3688 0.035
H 2.6174 0.8858 1.2429 0.145
H -3.2396 -1.0748 -0.9009 0.113
H -2.9448 1.9212 1.0391 -0.095
H -2.4570 1.4124 -1.5177 -0.061
```

The HOMO energy comes out at -7.7 eV. The gap between HOMO and LUMO is 0.3133 Ha. Its net charge is 0. The calculation puts the largest force on an atom at 5.52 eV Å⁻¹.

=====

2.
8 unconnected molecules or ions with the total composition C53H92BrFN3O18S in a non-equilibrium geometry, computed with ωB97M-V with the def2-TZVPD basis set.

```
169
Properties=species:S:1:pos:R:3:lowdin_charge:R:1
C 5.3777 2.8007 1.9012 -0.122
O 4.2500 1.9943 2.1764 -0.176
C 2.9845 2.5830 1.9356 -0.234
C 2.8413 4.0578 2.2853 -0.166
C 1.3536 4.4792 2.2776 -0.198
C 0.9310 5.2091 1.0105 -0.204
C 1.6925 6.5147 0.7321 -0.192
C 1.8963 6.7930 -0.7627 -0.208
C 3.3631 6.9524 -1.1331 -0.227
C 3.6165 6.8967 -2.6286 -0.205
C 5.1186 6.8020 -2.9500 -0.185
C 5.5058 5.5322 -3.7407 -0.192
C 6.7516 4.8762 -3.1591 -0.190
C 6.9956 3.4092 -3.5369 -0.138
C 5.7556 2.5495 -3.6151 -0.221
C 5.9328 0.9869 -3.6911 -0.190
C 7.2398 0.3124 -3.2793 -0.136
C 7.6398 -0.8665 -4.1937 -0.159
C 6.9167 -2.1641 -3.9293 -0.206
F 5.6155 -2.1223 -4.4256 -0.048
N 4.6412 0.4723 -3.1508 -0.015
C 4.6606 -0.4177 -1.9638 0.004
C 3.9434 1.6398 -2.7924 -0.364
N 2.6338 1.6693 -2.7676 -0.323
Br 1.8120 3.2486 -2.2391 1.030
C 1.8338 0.4988 -3.1604 -0.176
C 0.7365 0.8289 -4.1664 -0.188
C -0.3996 -0.1897 -4.1694 -0.193
C -1.1543 -0.4657 -2.8734 -0.227
S -1.8139 0.9468 -2.0408 0.584
O -3.0349 0.5680 -1.3895 -0.273
O -1.8623 2.0768 -2.9232 -0.276
O -0.6793 1.1323 -0.9456 -0.175
N 4.7430 2.7362 -2.5450 -0.068
C 5.1728 2.9242 -1.1471 -0.034
H 5.2397 3.4266 1.0101 0.044
H 5.6289 3.4290 2.7586 0.097
H 6.2151 2.1287 1.7152 0.094
H 2.6886 2.4359 0.8840 0.098
H 2.2775 2.0106 2.5375 0.126
H 3.3732 4.6541 1.5424 0.089
H 3.2451 4.2529 3.2794 0.126
H 1.1027 5.0349 3.1746 0.093
H 0.7545 3.5657 2.3274 0.101
H 1.0584 4.5272 0.1617 0.041
H -0.1346 5.4318 1.0903 0.116
H 1.0867 7.3237 1.1482 0.113
H 2.6350 6.5386 1.2798 0.101
H 1.4699 5.9607 -1.3344 0.059
H 1.3360 7.6828 -1.0576 0.119
H 3.7047 7.9176 -0.7455 0.128
H 3.9620 6.1940 -0.6137 0.099
H 3.2185 7.8188 -3.0584 0.118
H 3.0800 6.0489 -3.0620 0.078
H 5.4770 7.6909 -3.4690 0.112
H 5.6594 6.7810 -1.9987 0.098
H 4.6413 4.8675 -3.7020 0.080
H 5.6663 5.8250 -4.7788 0.120
H 6.7847 4.9691 -2.0731 0.098
H 7.6139 5.4366 -3.5298 0.123
H 7.4831 3.3426 -4.5121 0.134
H 7.6758 2.9850 -2.7959 0.107
H 5.2138 2.7856 -4.5353 0.154
H 5.8830 0.8016 -4.7679 0.145
H 7.2230 -0.0681 -2.2547 0.115
H 8.0552 1.0313 -3.3295 0.106
H 8.7025 -1.0652 -4.0353 0.123
H 7.5037 -0.5624 -5.2332 0.123
H 6.8687 -2.3693 -2.8562 0.111
H 7.4342 -3.0039 -4.3939 0.122
H 4.8051 0.1055 -1.0182 0.099
H 5.4356 -1.1657 -2.0679 0.066
H 3.7140 -0.9554 -1.9075 0.096
H 1.4492 -0.0121 -2.2765 0.125
H 2.5453 -0.1772 -3.6310 0.130
H 1.1774 0.7734 -5.1637 0.125
H 0.3349 1.8335 -4.0421 0.065
H -1.1192 0.1305 -4.9235 0.124
H 0.0040 -1.1528 -4.4913 0.124
H -0.5148 -0.9950 -2.1663 0.092
H -2.0270 -1.0837 -3.0709 0.100
H -0.9166 1.8865 -0.3876 0.099
H 6.1570 2.4947 -0.9558 0.113
H 4.4573 2.4424 -0.4759 0.069
H 5.1519 3.9854 -0.9008 0.081
O -0.9209 4.5677 4.2994 0.109
C -1.2713 5.3480 5.1386 -0.480
O -0.4064 6.2148 5.7089 0.025
C -1.0590 6.9602 6.7557 -0.147
C -2.5446 6.8900 6.4238 -0.148
C -2.6476 5.5236 5.7462 -0.071
H -0.8224 6.4865 7.7099 0.128
H -0.6636 7.9723 6.7579 0.125
H -3.1832 7.0067 7.2962 0.118
H -2.8003 7.6748 5.7109 0.118
H -2.8121 4.7182 6.4635 0.134
H -3.4097 5.4823 4.9736 0.124
O 0.4695 -3.6968 -2.6558 0.090
C -0.6177 -4.1108 -2.3472 -0.486
O -1.4566 -3.3717 -1.5928 0.007
C -2.6526 -4.1331 -1.2813 -0.131
C -2.7244 -5.1966 -2.3621 -0.125
C -1.2496 -5.4483 -2.6694 -0.054
H -2.5449 -4.5482 -0.2805 0.117
H -3.5114 -3.4674 -1.2850 0.112
H -3.2747 -6.0806 -2.0503 0.125
H -3.2173 -4.7875 -3.2446 0.104
H -0.8175 -6.2081 -2.0150 0.116
H -1.0701 -5.7153 -3.7070 0.131
O -1.2103 -10.4092 -1.7295 0.134
C -0.1799 -9.8909 -1.4260 -0.485
O -0.1163 -8.5957 -1.0114 -0.002
C 1.2534 -8.2030 -0.8112 -0.165
C 2.0155 -9.5048 -0.5914 -0.151
C 1.2161 -10.4841 -1.4508 -0.071
H 1.5925 -7.6699 -1.7027 0.125
H 1.2999 -7.5295 0.0415 0.124
H 3.0682 -9.4318 -0.8556 0.115
H 1.9506 -9.7979 0.4570 0.119
H 1.5603 -10.5027 -2.4856 0.132
H 1.2031 -11.4947 -1.0543 0.127
O -5.1062 -3.9194 1.1359 0.102
C -4.8522 -5.0099 1.5716 -0.492
O -4.4399 -6.0146 0.7722 0.006
C -4.3113 -7.2388 1.5275 -0.133
C -4.1330 -6.7836 2.9741 -0.137
C -4.9593 -5.4976 2.9984 -0.067
H -5.2164 -7.8296 1.3808 0.130
H -3.4611 -7.7947 1.1405 0.124
H -4.4470 -7.5263 3.7029 0.121
H -3.0842 -6.5514 3.1631 0.120
H -6.0071 -5.6935 3.2303 0.139
H -4.5626 -4.7525 3.6818 0.108
O -6.8539 -5.4395 -3.6710 0.135
C -6.4845 -4.3061 -3.6427 -0.480
O -5.3291 -3.9057 -4.2451 0.002
C -5.0777 -2.5192 -3.9615 -0.162
C -6.4336 -1.9254 -3.6015 -0.142
C -7.1315 -3.1205 -2.9519 -0.065
H -4.3724 -2.4584 -3.1275 0.103
H -4.6280 -2.0626 -4.8410 0.125
H -6.3563 -1.0478 -2.9633 0.117
H -6.9632 -1.6377 -4.5104 0.119
H -6.9191 -3.1918 -1.8836 0.130
H -8.2054 -3.1319 -3.1118 0.126
O -4.9662 -5.4479 6.6283 0.119
C -4.5927 -4.3135 6.5680 -0.497
O -3.4205 -3.9519 5.9884 0.007
C -3.2158 -2.5314 6.1311 -0.147
C -4.6087 -1.9561 6.3505 -0.152
C -5.3114 -3.0879 7.0957 -0.062
H -2.5525 -2.3557 6.9802 0.126
H -2.7338 -2.1619 5.2289 0.123
H -4.6027 -1.0073 6.8828 0.113
H -5.1016 -1.7998 5.3892 0.110
H -5.1714 -3.0367 8.1759 0.135
H -6.3713 -3.1420 6.8665 0.127
O -6.5700 1.1189 6.7544 0.115
C -7.0121 0.9026 5.6647 -0.498
O -7.6622 -0.2412 5.3500 0.015
C -7.9735 -0.2653 3.9425 -0.149
C -7.9653 1.1931 3.5041 -0.150
C -6.9136 1.7899 4.4368 -0.075
H -7.2118 -0.8593 3.4329 0.125
H -8.9397 -0.7453 3.8121 0.126
H -7.7510 1.3178 2.4450 0.116
H -8.9364 1.6456 3.7075 0.119
H -5.9054 1.6993 4.0298 0.130
H -7.1131 2.8236 4.7011 0.123
```

The HOMO energy comes out at -11.4 eV. The gap between HOMO and LUMO is 0.3107 Ha. Its net charge is +1. The calculation puts the largest force on an atom at 1.56 eV Å⁻¹.

=====

3.
A molecular structure, C39H42BrCdN8O3S, computed with ωB97M-V with the def2-TZVPD basis set.

```
95
Properties=species:S:1:pos:R:3:lowdin_charge:R:1
Cd -1.7837 0.1310 0.1242 1.387
C -0.5809 4.4879 -2.4813 -0.030
C -0.9628 3.4329 -1.4773 -0.283
N -1.5883 2.3696 -1.7954 0.092
N -1.8129 2.2035 -3.1266 -0.039
C -2.7948 1.3783 -3.6129 -0.930
N -2.5977 1.1468 -4.9549 0.062
S -4.0430 0.7837 -2.7367 0.721
C -0.6646 3.6493 -0.0306 -0.253
C 0.4781 4.3264 0.3786 -0.039
C 0.6928 4.4986 1.7383 -0.075
C -0.2481 4.0220 2.6341 -0.056
C -1.3569 3.3550 2.1262 -0.126
N -1.5515 3.1590 0.8262 0.126
H 0.2210 4.1589 -3.1493 0.073
H -1.4518 4.7283 -3.0976 0.090
H -0.2580 5.3988 -1.9833 0.075
H -1.2521 2.7096 -3.7905 0.115
H -1.6353 1.0320 -5.2432 0.088
H -3.2084 0.4232 -5.2970 0.074
H 1.2018 4.6890 -0.3417 0.103
H 1.5861 5.0035 2.0883 0.100
H -0.1223 4.1405 3.7033 0.102
H -2.1108 2.9399 2.7853 0.109
C 3.1941 -2.6783 1.5385 -0.023
C 4.2630 -1.6196 1.6948 -0.214
C 5.3220 -1.8607 2.5710 -0.058
C 6.4030 -1.0016 2.6799 -0.096
C 6.4419 0.1445 1.8951 -0.097
C 5.3842 0.4271 1.0490 -0.025
C 4.2880 -0.4328 0.9471 -0.218
N 3.2570 -0.0969 0.0414 0.125
C 1.9087 0.1677 0.3436 -0.376
N 1.6807 0.2131 1.6812 0.144
C 0.5291 0.2628 2.5336 -0.229
C -0.7925 0.2718 2.0929 -0.191
C -1.7597 0.3216 3.1117 -0.204
C -1.4558 0.3766 4.4623 -0.110
C -0.1252 0.3754 4.8524 -0.085
C 0.8811 0.3181 3.9026 -0.232
C 2.3207 0.3360 4.3675 -0.054
N 1.0499 0.3802 -0.5872 0.134
C 1.4855 0.2937 -1.9236 -0.264
C 1.7408 1.4835 -2.6056 -0.058
C 2.0536 1.4983 -3.9594 -0.118
C 2.1244 0.3004 -4.6548 -0.114
C 1.9217 -0.8925 -3.9685 -0.059
C 1.6240 -0.9308 -2.6086 -0.207
C 1.4352 -2.2396 -1.8973 -0.031
H 3.6370 -3.5825 1.1119 0.089
H 2.3747 -2.3738 0.8956 0.050
H 2.7663 -2.9519 2.5059 0.087
H 5.3024 -2.7723 3.1621 0.114
H 7.2119 -1.2263 3.3644 0.097
H 7.2814 0.8273 1.9585 0.098
H 5.3839 1.3370 0.4588 0.112
H 3.5477 0.3047 -0.8352 0.135
H 2.5351 0.1596 2.2012 0.075
H -2.8038 0.3457 2.8237 0.065
H -2.2461 0.4242 5.2039 0.093
H 0.1422 0.4134 5.9044 0.096
H 2.3580 0.3597 5.4559 0.072
H 2.8664 1.2157 4.0035 0.084
H 2.8791 -0.5486 4.0474 0.067
H 1.6844 2.4040 -2.0399 0.094
H 2.2493 2.4382 -4.4633 0.090
H 2.3581 0.2885 -5.7132 0.090
H 2.0021 -1.8347 -4.5039 0.106
H 1.6190 -3.0766 -2.5746 0.079
H 0.4176 -2.3119 -1.5014 0.060
H 2.1238 -2.3277 -1.0560 0.049
Br -1.5071 -3.4700 2.0945 0.711
C -3.2660 -2.9428 1.5885 -0.742
C -4.2610 -3.9049 1.5908 -0.137
C -5.5501 -3.4862 1.2910 -0.068
C -5.7924 -2.1473 1.0451 -0.009
C -4.7219 -1.2642 1.0757 -0.182
N -3.4756 -1.6691 1.3274 0.063
C -4.9403 0.2393 0.8639 -0.665
O -6.1101 0.6214 0.9838 -0.011
O -3.9114 0.9314 0.5987 -0.184
H -4.0273 -4.9352 1.8177 0.090
H -6.3601 -4.2065 1.2747 0.101
H -6.7776 -1.7521 0.8431 0.112
C -2.4978 -3.7476 -1.9641 -0.073
C -2.4100 -2.2223 -2.0650 -0.649
C -1.8126 -1.8635 -3.4345 -0.095
O -1.6609 -1.7256 -1.0115 -0.420
H -3.0037 -4.1747 -2.8398 0.069
H -3.0455 -4.0461 -1.0678 0.051
H -1.4855 -4.1618 -1.9010 0.070
H -3.4435 -1.8491 -2.0574 0.072
H -0.9385 -2.4937 -3.6420 0.065
H -1.4802 -0.8241 -3.4243 0.038
H -2.5427 -2.0034 -4.2428 0.069
```

The HOMO energy comes out at -4.9 eV. The gap between HOMO and LUMO is 0.2609 Ha. Its net charge is -1. The calculation puts the largest force on an atom at 0.54 eV Å⁻¹.